Entry 1:
Density functional theory data (ωB97M-V/def2-TZVPD) for a cluster of 2 separate species, C4H13N2O in total.

Calculated values
Kohn-Sham gap = 8.949 eV
net charge = +1
ΔE to the lowest compared entry with this formula, charge and spin = 371.2 kJ/mol

Atoms and positions in Å:
1 C 0.030 -0.029 1.160
2 C -0.898 1.203 0.582
3 C -0.279 1.476 -0.804
4 C 0.784 2.349 -0.843
5 N -0.938 0.970 -1.933
6 N -0.083 -1.213 0.055
7 H 1.164 0.191 0.999
8 H -0.134 -0.626 2.066
9 H -1.852 0.647 0.482
10 H -0.770 1.931 1.327
11 H 0.709 3.208 -1.462
12 H 1.625 2.116 -0.170
13 H -0.352 1.157 -2.766
14 H -1.837 1.399 -2.117
15 H -0.194 -0.747 -0.869
16 H 0.588 -1.892 0.423
17 H -1.060 -1.572 0.127
18 H 1.460 -4.219 1.303
19 H 1.221 -3.039 2.287
20 O 1.095 -3.355 1.369

Löwdin atomic charge list, values in e, 2 entries: number 1, C, carries -0.065; number 2, C, carries -0.067

=====

Entry 2:
Density functional theory data (ωB97M-V/def2-TZVPD) for a cluster of 8 separate species, C12H39NO8 in total.

Calculated values
Kohn-Sham gap = 8.228 eV
ΔE to the lowest compared entry with this formula, charge and spin = 335.6 kJ/mol

Atoms and positions in Å:
1 C 8.881 6.653 -11.001
2 C 8.052 7.777 -10.188
3 C 7.456 7.152 -8.969
4 C 9.208 8.864 -9.876
5 C 8.646 10.112 -9.276
6 C 7.605 10.640 -10.256
7 C 6.412 9.730 -10.632
8 C 5.458 9.671 -9.440
9 C 5.670 10.453 -11.791
10 N 6.976 8.400 -11.043
11 O 6.061 7.539 -11.556
12 H 9.832 6.343 -10.567
13 H 8.303 5.750 -11.200
14 H 9.176 7.014 -11.986
15 H 7.124 7.951 -8.306
16 H 6.623 6.497 -9.227
17 H 8.174 6.557 -8.405
18 H 10.050 8.520 -9.274
19 H 9.704 9.030 -10.832
20 H 8.260 9.937 -8.272
21 H 9.439 10.849 -9.151
22 H 8.119 10.961 -11.162
23 H 7.246 11.579 -9.835
24 H 4.553 10.275 -9.502
25 H 5.852 10.217 -8.583
26 H 5.000 8.695 -9.281
27 H 4.770 9.882 -12.019
28 H 6.376 10.554 -12.616
29 H 5.518 11.507 -11.557
30 H 6.511 7.352 -12.382
31 C 9.019 3.000 -12.032
32 O 8.053 2.535 -11.124
33 H 8.847 4.055 -12.243
34 H 9.994 2.707 -11.641
35 H 9.105 2.530 -13.012
36 H 7.272 3.035 -11.374
37 C 6.798 0.777 -8.564
38 O 6.838 0.344 -9.937
39 H 5.763 0.948 -8.270
40 H 7.183 0.058 -7.841
41 H 7.336 1.725 -8.585
42 H 7.282 0.997 -10.483
43 C 11.448 -0.564 -11.409
44 O 10.630 -1.374 -12.269
45 H 12.524 -0.732 -11.361
46 H 11.307 0.453 -11.775
47 H 11.102 -0.774 -10.397
48 H 10.865 -2.267 -12.005
49 O 8.338 -0.306 -13.906
50 H 7.599 0.028 -13.397
51 H 8.916 -0.705 -13.256
52 O 7.300 4.062 -14.580
53 H 7.514 3.392 -15.229
54 H 6.839 4.739 -15.077
55 O 5.865 2.853 -12.718
56 H 5.267 3.596 -12.635
57 H 6.443 3.090 -13.444
58 O 5.247 4.171 -9.414
59 H 4.832 3.651 -10.103
60 H 5.049 5.078 -9.646

Löwdin atomic charge list, values in e, 2 entries: number 1, C, carries -0.032; number 2, C, carries -0.419

=====

Entry 3:
Density functional theory data (ωB97M-V/def2-TZVPD) for the ion C25H37N5O2P with charge +1.

Calculated values
Kohn-Sham gap = 6.009 eV
net charge = +1

Atoms and positions in Å:
1 C 2.612 -5.513 0.214
2 C 1.308 -4.934 -0.586
3 C 1.477 -5.431 -2.112
4 C 1.459 -3.338 -0.554
5 C 0.028 -5.519 0.184
6 C -1.349 -4.736 -0.064
7 C -1.674 -4.420 -1.611
8 C -2.536 -5.762 0.424
9 C -1.529 -3.437 0.896
10 C -0.838 -3.376 2.317
11 C -0.955 -2.123 3.252
12 C -1.775 -0.859 2.813
13 O -1.778 0.237 3.723
14 C -2.337 1.436 3.141
15 C -1.340 2.147 2.062
16 O -0.432 2.972 2.836
17 C -0.160 4.240 2.211
18 C 1.382 4.377 1.692
19 C 1.672 3.540 0.367
20 N 2.200 2.215 0.154
21 N 2.242 2.058 -1.189
22 C 1.768 3.162 -1.991
23 P 1.647 3.258 -3.877
24 N 1.724 4.738 -4.483
25 N 1.400 4.114 -0.941
26 C 0.821 5.451 -1.155
27 C 1.654 6.794 -1.105
28 C 0.844 8.086 -1.334
29 N -0.529 8.288 -1.622
30 C -1.325 7.112 -1.678
31 C -0.694 5.729 -1.433
32 C -2.495 -0.924 1.444
33 C -2.371 -2.190 0.512
34 H 2.485 -5.118 1.299
35 H 2.610 -6.651 0.296
36 H 3.586 -5.063 -0.178
37 H 1.458 -4.483 -2.779
38 H 2.550 -5.848 -2.234
39 H 0.682 -6.166 -2.470
40 H 1.512 -3.032 0.560
41 H 2.417 -2.951 -1.052
42 H 0.588 -2.757 -1.010
43 H 0.317 -5.646 1.283
44 H -0.136 -6.593 -0.222
45 H -1.462 -5.393 -2.195
46 H -2.820 -4.269 -1.696
47 H -1.124 -3.518 -2.037
48 H -3.398 -5.117 0.805
49 H -2.814 -6.425 -0.464
50 H -2.090 -6.350 1.311
51 H -0.214 -4.238 2.744
52 H -0.418 -2.125 4.269
53 H -2.419 2.202 4.004
54 H -3.389 1.280 2.722
55 H -2.024 2.719 1.348
56 H -0.763 1.342 1.492
57 H -0.272 5.041 3.040
58 H -0.813 4.487 1.307
59 H 1.595 5.488 1.443
60 H 2.119 4.068 2.506
61 H 2.472 1.560 0.909
62 H 0.425 2.600 -4.255
63 H 2.795 2.538 -4.386
64 H 1.810 5.401 -3.695
65 H 2.786 6.787 -0.909
66 H 1.468 9.055 -1.257
67 H -2.453 7.234 -1.879
68 H -1.394 4.816 -1.475
69 H -3.134 -0.054 1.079
70 H -2.918 -2.156 -0.502

Löwdin atomic charge list, values in e, 2 entries: number 1, C, carries -0.095; number 2, C, carries -0.520

=====

Entry 4:
Density functional theory data (ωB97M-V/def2-TZVPD) for a cluster of 3 separate species, C2H11NO3 in total.

Calculated values
spin multiplicity = 2
⟨S²⟩ = 0.75
Kohn-Sham gap (spin up / spin down) = 11.672 / 6.714 eV
net charge = +1
ΔE to the lowest compared entry with this formula, charge and spin = 86.2 kJ/mol

Atoms and positions in Å:
1 C 0.508 2.771 -0.656
2 N 0.889 1.389 -0.790
3 C 0.564 0.430 0.296
4 O -0.802 0.259 0.443
5 H 0.720 3.186 0.325
6 H 0.887 3.365 -1.482
7 H -0.601 2.690 -0.690
8 H 0.530 0.989 -1.664
9 H 1.009 0.848 1.197
10 H 1.020 -0.540 0.112
11 H -1.119 -0.363 -0.250
12 H -0.730 -2.382 -1.804
13 H -1.124 -2.836 -0.382
14 O -1.474 -2.533 -1.203
15 H 0.155 -2.929 2.668
16 H -0.509 -1.817 2.082
17 O 0.078 -2.527 1.798

Löwdin atomic charge list, values in e, 2 entries: number 1, C, carries 0.015; number 2, N, carries 0.163

=====

Entry 5:
Density functional theory data (ωB97M-V/def2-TZVPD) for a cluster of 11 separate species, C30H48Cl14F12O8 in total.

Calculated values
Kohn-Sham gap = 10.513 eV

Atoms and positions in Å:
1 C 20.505 -12.118 5.672
2 C 19.213 -11.832 4.948
3 O 19.503 -11.138 3.776
4 C 19.588 -9.720 3.739
5 O 19.550 -9.000 4.734
6 C 20.028 -9.191 2.373
7 F 21.324 -9.379 2.112
8 F 19.348 -9.792 1.385
9 F 19.808 -7.883 2.318
10 H 20.791 -11.369 6.410
11 H 21.392 -12.277 5.058
12 H 20.399 -13.105 6.123
13 H 18.422 -11.484 5.612
14 H 18.907 -12.779 4.502
15 C 14.832 -3.554 1.561
16 C 14.147 -4.741 2.070
17 O 13.006 -4.435 2.858
18 C 11.773 -4.403 2.313
19 O 11.575 -4.612 1.126
20 C 10.599 -4.137 3.402
21 F 10.301 -2.843 3.344
22 F 9.493 -4.821 3.097
23 F 10.980 -4.469 4.588
24 H 14.260 -2.869 0.936
25 H 15.748 -3.793 1.019
26 H 15.171 -3.002 2.437
27 H 14.777 -5.293 2.767
28 H 13.811 -5.286 1.188
29 C 14.392 -16.869 -0.514
30 C 14.602 -15.848 0.561
31 O 14.184 -14.570 0.072
32 C 14.346 -13.434 0.866
33 O 14.841 -13.363 1.970
34 C 13.783 -12.127 0.206
35 F 14.748 -11.240 0.111
36 F 13.184 -12.449 -0.941
37 F 12.963 -11.553 1.105
38 H 14.634 -17.855 -0.120
39 H 15.143 -16.685 -1.282
40 H 13.378 -16.805 -0.909
41 H 15.591 -15.821 1.019
42 H 14.070 -15.975 1.504
43 C 13.978 1.844 3.762
44 C 15.277 1.823 4.464
45 O 15.027 1.985 5.888
46 C 16.021 1.935 6.793
47 O 17.115 1.471 6.648
48 C 15.626 2.538 8.116
49 F 14.368 2.331 8.506
50 F 16.437 2.136 9.059
51 F 15.728 3.873 8.051
52 H 14.261 1.704 2.718
53 H 13.679 2.884 3.890
54 H 13.197 1.132 4.027
55 H 15.863 2.625 4.014
56 H 15.884 0.944 4.249
57 Cl 15.278 -9.738 9.345
58 C 15.077 -8.118 8.689
59 C 14.461 -8.126 7.314
60 Cl 12.584 -8.273 7.484
61 H 16.065 -7.683 8.540
62 H 14.549 -7.533 9.441
63 H 14.757 -8.921 6.630
64 H 14.405 -7.128 6.878
65 Cl 17.474 -3.082 8.255
66 C 19.230 -3.200 7.916
67 C 19.474 -3.295 6.352
68 Cl 20.998 -2.611 6.068
69 H 19.623 -4.039 8.490
70 H 19.640 -2.217 8.149
71 H 18.715 -2.694 5.851
72 H 19.402 -4.307 5.955
73 Cl 8.994 -2.835 11.933
74 C 7.334 -2.922 11.206
75 C 7.284 -2.233 9.838
76 Cl 7.273 -0.540 10.076
77 H 6.501 -2.733 11.884
78 H 7.216 -3.980 10.972
79 H 6.354 -2.432 9.305
80 H 8.147 -2.479 9.219
81 Cl 8.622 0.879 -2.780
82 C 8.354 -0.877 -2.609
83 C 9.481 -1.614 -3.330
84 Cl 10.977 -1.313 -2.425
85 H 7.344 -1.109 -2.948
86 H 8.406 -1.041 -1.533
87 H 9.619 -1.454 -4.399
88 H 9.261 -2.678 -3.239
89 Cl 4.418 -0.267 4.819
90 C 5.860 0.552 4.057
91 C 5.596 1.964 3.759
92 Cl 7.015 2.640 2.884
93 H 6.077 0.064 3.106
94 H 6.706 0.517 4.744
95 H 5.395 2.540 4.663
96 H 4.759 1.993 3.062
97 Cl 12.543 -6.298 -5.711
98 C 14.151 -6.757 -5.074
99 C 14.504 -6.070 -3.689
100 Cl 16.155 -6.650 -3.447
101 H 14.820 -6.501 -5.896
102 H 14.300 -7.827 -4.931
103 H 13.818 -6.400 -2.909
104 H 14.546 -4.988 -3.810
105 Cl 3.973 -3.890 -0.133
106 C 4.012 -5.731 0.110
107 C 5.314 -6.317 -0.524
108 Cl 5.323 -8.156 -0.671
109 H 3.208 -6.142 -0.501
110 H 3.750 -5.945 1.146
111 H 6.091 -6.211 0.233
112 H 5.707 -5.833 -1.419

Löwdin atomic charge list, values in e, 2 entries: number 1, C, carries -0.069; number 2, C, carries -0.244